Entry 1:
A cluster of 2 separate species, C6H14 in total, computed with wB97M-V/def2-TZVPD.

- LUMO level: 0.38 eV
- Maximum force: 0.42 eV Å⁻¹
- Total charge: 0
- Highest occupied orbital energy: -0.3010 Ha
- Gap between HOMO and LUMO: 8.57 eV
- Energy relative to the best compared isomer or geometry (same formula, charge and spin): 91.0 kcal/mol

Last column: Mulliken charge in e.
Geometry (Å):
C -0.88 1.79 -1.57  -1.26
C -0.67 1.25 -0.16  0.29
C 0.99 -1.54 0.92  -0.08
C 0.74 1.52 0.36  -1.24
C -0.26 -1.75 1.69  -0.90
C 0.84 -1.92 -0.51  -0.94
H -0.20 1.29 -2.28  0.30
H -0.67 2.86 -1.61  0.32
H -1.90 1.63 -1.93  0.34
H -1.40 1.71 0.52  0.29
H -0.89 0.17 -0.14  -0.06
H 0.90 2.59 0.48  0.41
H 0.93 1.03 1.32  0.32
H 1.50 1.15 -0.35  0.27
H -0.37 -1.01 2.50  0.27
H -0.06 -2.70 2.22  0.39
H -1.21 -1.85 1.14  0.31
H 1.47 -1.30 -1.16  0.26
H -0.18 -2.01 -0.92  0.30
H 1.31 -2.91 -0.54  0.40

---

Entry 2:
The molecule C6H11N3, computed with wB97M-V/def2-TZVPD.

- LUMO level: 0.87 eV
- Maximum force: 5.28 eV Å⁻¹
- Total charge: 0
- Highest occupied orbital energy: -0.3337 Ha
- Gap between HOMO and LUMO: 9.95 eV
- Energy relative to the best compared isomer or geometry (same formula, charge and spin): 93.0 kcal/mol
- SMILES string: C[C@@H]1CN2C[C@@H]2/C1=N\N

Last column: Mulliken charge in e.
Geometry (Å):
C -1.95 -0.69 -0.73  -1.14
C -0.45 -0.67 -0.97  0.74
C 0.33 -1.74 -0.18  -0.81
N 1.52 -1.14 0.38  -0.39
C 1.33 -0.23 1.47  -0.27
C 1.54 0.35 0.08  -0.38
C 0.20 0.68 -0.51  0.10
N -0.41 1.82 -0.53  -0.34
N 0.21 2.92 0.02  -0.70
H -2.30 -1.90 -0.64  0.29
H -2.15 -0.08 0.34  0.23
H -2.50 -0.10 -1.56  0.32
H -0.30 -0.78 -2.07  0.28
H 0.52 -2.60 -0.80  0.34
H -0.37 -2.17 0.61  0.33
H 2.14 -0.27 2.22  0.26
H 0.34 -0.12 1.88  0.23
H 2.44 0.73 -0.43  0.38
H 0.60 2.57 0.95  0.24
H -0.73 3.43 0.49  0.31

---

Entry 3:
A structure of composition C56H51N4O4P2STi, computed with wB97M-V/def2-TZVPD.

- LUMO level (spin up / spin down): -5.74 / -5.86 eV
- Spin multiplicity: 2
- ⟨S²⟩: 0.75
- Maximum force: 5.20 eV Å⁻¹
- Total charge: +2
- Highest occupied orbital energy (spin up / spin down): -0.3763 / -0.3763 Ha
- Gap between HOMO and LUMO (spin up / spin down): 4.50 / 4.38 eV
- Energy relative to the best compared isomer or geometry (same formula, charge and spin): 101.5 kcal/mol

Last column: Mulliken charge in e.
Geometry (Å):
Ti 1.16 -0.24 -4.24  -0.41
O -0.85 1.31 1.39  -0.50
S -0.77 0.64 2.69  0.53
C -2.44 0.11 3.08  -0.56
C -3.42 1.07 3.40  0.10
C -4.67 0.68 3.88  -0.78
C -4.94 -0.69 4.13  -0.84
C -3.96 -1.66 3.81  -0.20
C -2.78 -1.26 3.22  0.11
P -1.47 -2.40 2.61  0.65
C -1.29 -3.55 3.98  0.37
C -1.20 -3.13 5.29  -0.39
C -0.87 -4.04 6.32  -0.57
C -0.66 -5.42 6.09  -0.65
C -0.92 -5.88 4.80  -0.52
C -1.14 -5.03 3.74  -0.59
C -2.38 -3.28 1.31  0.72
C -3.75 -3.20 1.23  -0.36
C -4.37 -3.82 0.13  -0.43
C -3.67 -4.43 -0.90  -1.16
C -2.29 -4.34 -0.84  -0.30
C -1.63 -3.83 0.28  -0.84
C -0.65 1.91 3.96  -0.73
C -0.96 1.54 5.25  -0.13
C -1.12 2.50 6.25  -0.62
C -0.92 3.83 5.93  -0.95
C -0.40 4.19 4.66  -0.07
C -0.30 3.24 3.65  0.58
P 0.14 3.82 1.97  0.27
C -0.18 5.58 1.95  0.40
C 0.82 6.49 1.62  -0.50
C 0.50 7.82 1.45  -0.41
C -0.82 8.28 1.60  -0.68
C -1.77 7.37 2.08  -0.40
C -1.47 6.04 2.29  -0.42
C 1.87 3.58 1.97  0.59
C 2.48 2.67 1.10  -0.04
C 3.83 2.38 1.19  -0.37
C 4.60 2.94 2.20  -0.71
C 4.01 3.96 2.97  -0.81
C 2.64 4.27 2.89  -0.51
H -3.23 2.14 3.43  0.48
H -5.42 1.43 4.04  0.45
H -5.96 -0.99 4.44  0.36
H -4.04 -2.70 3.99  0.82
H -1.44 -2.10 5.59  0.25
H -0.78 -3.66 7.29  0.46
H -0.37 -6.00 6.93  0.42
H -0.98 -6.95 4.67  0.38
H -1.27 -5.27 2.67  0.26
H -4.35 -2.70 2.01  0.48
H -5.44 -3.71 0.05  0.42
H -4.09 -4.97 -1.75  0.44
H -1.68 -4.60 -1.74  0.54
H -0.57 -3.71 0.21  0.72
H -1.05 0.47 5.44  0.41
H -1.44 2.20 7.25  0.41
H -0.95 4.65 6.70  0.31
H -0.21 5.23 4.47  0.45
H 1.88 6.19 1.42  0.29
H 1.36 8.49 1.21  0.35
H -1.11 9.32 1.40  0.37
H -2.78 7.78 2.34  0.33
H -2.25 5.28 2.53  0.29
H 1.84 2.26 0.28  0.31
H 4.28 1.67 0.53  0.43
H 5.65 2.72 2.46  0.39
H 4.62 4.36 3.76  0.37
H 2.19 5.07 3.41  0.62
O 1.47 -1.40 -5.92  -0.42
C 0.39 -2.24 -6.46  -0.54
C -0.55 -2.43 -5.31  0.36
C -1.81 -2.95 -5.52  -0.65
C -2.78 -2.79 -4.52  -0.92
C -2.37 -2.43 -3.24  -0.86
C -1.10 -1.90 -3.03  -1.04
N -0.24 -1.75 -4.14  0.94
H 2.24 -1.24 -6.53  0.32
H 0.90 -3.21 -6.79  0.39
H -0.10 -1.75 -7.31  0.44
H -1.98 -3.54 -6.39  0.55
H -3.84 -3.06 -4.67  0.49
H -3.06 -2.49 -2.38  0.76
H -0.84 -1.37 -2.14  1.09
C 2.76 -1.35 -1.49  -1.22
N 2.61 -0.72 -2.78  0.76
C 3.79 -0.25 -3.28  0.40
C 3.72 0.67 -4.33  -0.51
C 4.82 1.03 -5.19  -0.64
C 4.31 1.72 -6.28  -0.75
C 2.90 1.81 -6.07  -0.39
N 2.54 1.15 -4.92  0.41
C 3.31 -2.79 -1.57  0.72
C 4.33 -3.31 -0.67  -0.79
C 5.04 -4.45 -0.96  -0.42
C 4.74 -5.18 -2.09  -0.53
C 3.60 -4.78 -2.80  -0.39
C 2.77 -3.69 -2.44  -0.08
H 1.82 -1.23 -0.85  0.35
H 3.55 -0.78 -0.99  0.32
H 4.77 -0.61 -3.00  0.47
H 5.91 0.80 -5.00  0.40
H 4.85 2.10 -7.19  0.38
H 2.28 2.30 -6.77  0.48
H 4.58 -2.65 0.15  0.43
H 5.73 -4.93 -0.23  0.34
H 5.38 -6.01 -2.46  0.38
H 3.36 -5.34 -3.71  0.34
H 1.73 -3.57 -2.89  0.15
N -2.51 2.80 -5.01  -0.14
C -1.96 2.37 -3.71  -0.68
C -0.73 1.55 -4.04  0.97
O -0.43 1.35 -5.20  -0.76
O 0.07 1.07 -3.08  -0.32
H -3.53 2.60 -5.08  0.38
H -1.99 2.25 -5.74  0.34
H -2.45 3.80 -5.18  0.37
H -2.64 1.70 -3.15  0.28
H -1.78 3.16 -3.00  0.35

---

Entry 4:
The molecule C13H17N5O2, computed with wB97M-V/def2-TZVPD.

- LUMO level: 0.86 eV
- Maximum force: 0.90 eV Å⁻¹
- Total charge: 0
- Highest occupied orbital energy: -0.3128 Ha
- Gap between HOMO and LUMO: 9.38 eV
- Energy relative to the best compared isomer or geometry (same formula, charge and spin): 0.0 kcal/mol
- SMILES string: C=CCNc1nc(NCc2ccco2)nc(OCC)n1

Last column: Mulliken charge in e.
Geometry (Å):
C 1.48 3.66 1.14  -0.74
C 0.47 3.80 0.30  -0.16
C -0.65 2.81 0.12  -0.41
N -0.66 1.75 1.08  -0.17
C -0.12 0.54 0.85  0.19
N 0.22 0.22 -0.40  -0.25
C 0.69 -1.02 -0.54  0.38
N 1.11 -1.41 -1.76  -0.17
C 0.79 -0.66 -2.96  -0.78
C -0.58 -0.97 -3.47  0.28
C -1.81 -0.57 -3.05  0.02
C -2.75 -1.24 -3.88  -0.67
C -2.01 -2.00 -4.73  -0.42
O -0.70 -1.85 -4.49  -0.36
N 0.83 -1.91 0.44  -0.69
C 0.47 -1.48 1.64  0.69
O 0.61 -2.37 2.62  -0.44
C 0.25 -1.95 3.93  -0.25
C 1.33 -1.10 4.57  -0.95
N 0.00 -0.27 1.91  -0.48
H 2.26 4.40 1.22  0.27
H 1.58 2.80 1.78  0.19
H 0.40 4.67 -0.34  0.34
H -1.61 3.34 0.16  0.37
H -0.55 2.34 -0.87  0.15
H -0.79 1.98 2.05  0.33
H 1.30 -2.39 -1.85  0.27
H 1.53 -0.89 -3.72  0.34
H 0.85 0.40 -2.69  0.30
H -2.02 0.11 -2.26  0.49
H -3.82 -1.16 -3.84  0.42
H -2.29 -2.67 -5.53  0.47
H -0.70 -1.40 3.89  0.32
H 0.11 -2.88 4.48  0.31
H 2.28 -1.63 4.57  0.28
H 1.45 -0.17 4.02  0.19
H 1.05 -0.86 5.60  0.35

---

Look up the energy relative to the best compared isomer or geometry (same formula, charge and spin) of the fourth one. 0.0 kcal/mol

---

Look up the maximum force of the second one. 5.28 eV Å⁻¹

---

Which value of total charge does entry 2 give? 0

---

Which formula does entry 4 have? C13H17N5O2